1.
Below is C4H7NO in the gas phase, with properties calculated with wB97M-V/def2-TZVPD.

Geometry as XYZ:
```
13
Properties=species:S:1:pos:R:3:forces:R:3:lowdin_charge:R:1
O 1.866 -2.202 0.205 1.38 -0.28 -1.17 0.001
N -0.131 0.706 -0.394 0.30 -0.36 0.73 -0.116
C -0.919 -0.477 -0.587 -0.09 -0.26 -0.19 -0.117
C 0.407 -0.568 0.118 0.08 -1.38 0.26 -0.254
C -0.623 1.688 0.556 0.00 0.05 0.26 -0.099
C 1.590 -1.201 -0.449 0.50 -0.92 -0.05 -0.216
H 0.658 -1.457 0.970 -2.34 3.03 0.44 0.203
H 0.206 2.340 0.843 -0.13 -0.06 0.03 0.081
H 2.221 -0.888 -1.284 -0.14 0.13 -0.24 0.132
H -1.406 2.305 0.097 0.19 -0.21 0.00 0.084
H -1.057 -0.840 -1.602 0.06 0.15 0.06 0.107
H -1.784 -0.612 0.070 0.22 -0.03 -0.12 0.112
H -1.028 1.207 1.455 -0.04 0.13 0.00 0.083
```
Positions in Å, forces in eV/Å.

As for the relative energy (zero: lowest compared OMol25 entry of this formula, charge and spin): 411.51 kJ/mol. The frontier orbital gap comes out at 10.4912 eV. The largest force on an atom is 3.857 eV Å⁻¹.

---

2.
Below is C2H3N3O in the gas phase, with properties calculated with wB97M-V/def2-TZVPD.

Geometry as XYZ:
```
9
Properties=species:S:1:pos:R:3:forces:R:3:lowdin_charge:R:1
O -1.552 1.231 0.264 -0.21 2.07 -1.06 0.101
N -0.695 -0.821 -0.013 0.49 0.78 -0.67 -0.011
N 0.613 -1.360 -0.047 -1.35 -1.44 -2.27 -0.051
N 0.856 0.896 0.000 -2.02 3.95 -0.85 0.132
C 1.479 -0.150 -0.109 -0.14 -6.29 -2.20 -0.189
C -0.602 0.622 -0.094 1.61 -3.09 3.63 -0.453
H 0.456 -2.167 -0.875 1.88 2.94 2.66 0.204
H 2.481 -0.504 -0.447 -0.35 1.37 0.97 0.131
H -1.203 -1.005 0.847 0.08 -0.30 -0.22 0.135
```
Positions in Å, forces in eV/Å.

As for the relative energy (zero: lowest compared OMol25 entry of this formula, charge and spin): 238.11 kJ/mol. The frontier orbital gap comes out at 10.0106 eV. The largest force on an atom is 6.663 eV Å⁻¹.

---

3.
Below is C21H27Cl2CoNO7S as an isolated structure, with properties calculated with wB97M-V/def2-TZVPD.

Geometry as XYZ:
```
60
Properties=species:S:1:pos:R:3:forces:R:3:lowdin_charge:R:1
Co 0.137 -0.385 -1.391 -0.93 0.22 -0.38 0.669
Cl 2.236 -1.604 -0.636 0.38 -0.31 0.00 0.726
Cl 3.838 0.794 -0.177 0.29 0.14 0.24 0.588
S -0.637 -0.012 1.591 0.04 0.61 2.16 1.083
O 0.221 0.690 0.572 0.55 0.36 -0.98 -0.550
O 0.677 -0.908 -3.240 0.94 0.64 0.98 -0.121
O -2.828 -1.824 0.824 -0.22 -0.35 0.11 0.016
O -0.803 -1.656 -0.059 1.26 -0.15 -0.38 -0.215
O 0.129 -1.148 -5.379 0.14 0.02 -0.36 0.041
O -1.460 1.322 -1.525 0.53 -0.12 0.05 -0.088
O 1.432 1.458 -1.897 -0.23 -0.24 0.30 -0.176
N -1.903 -1.322 -2.519 0.06 0.05 0.16 -0.195
C 1.831 -0.811 2.504 0.00 0.15 -0.06 -0.115
C 1.433 2.095 -3.177 0.21 0.01 -0.67 -0.266
C 2.684 -1.618 3.236 -0.05 0.02 0.07 -0.068
C 2.721 1.781 -3.920 -0.33 -0.02 0.24 -0.071
C 3.589 -0.607 -1.214 -0.05 0.05 -0.29 -0.896
C 0.796 -2.879 4.035 -0.02 0.00 0.07 -0.069
C -2.568 -2.188 -1.551 0.06 0.22 0.51 -0.072
C -2.706 -0.154 -2.869 -0.03 0.29 0.31 -0.148
C -0.696 1.215 2.936 -0.26 0.00 -0.39 -0.340
C -2.057 -1.872 -0.122 -1.05 -0.28 -0.59 -0.661
C -0.082 -1.269 -4.188 -1.31 -0.66 -0.29 -0.649
C -1.087 3.148 4.862 0.01 0.08 0.08 -0.084
C -0.059 -2.094 3.282 -0.06 0.02 -0.11 -0.062
C -1.401 -1.974 -3.715 0.68 0.35 -0.50 -0.087
C -0.057 3.284 3.946 0.00 0.03 -0.01 -0.075
C 0.140 2.314 2.976 0.09 -0.01 -0.17 -0.073
C -1.908 2.030 4.829 -0.01 0.04 0.08 -0.076
C 2.162 -2.640 4.012 0.00 -0.13 0.05 -0.078
C 0.475 -1.061 2.534 -0.17 -0.20 -0.27 -0.348
C -1.713 1.062 3.863 0.00 -0.02 -0.09 -0.080
C -2.779 0.834 -1.710 -0.55 -0.19 -0.42 -0.188
H 3.749 -1.448 3.200 0.11 0.04 0.02 0.107
H -1.375 1.738 -0.660 0.09 -0.05 0.06 0.089
H -2.315 -3.232 -1.751 -0.05 0.09 0.00 0.131
H -3.659 -2.075 -1.571 0.10 -0.09 -0.01 0.130
H 3.325 -0.247 -2.207 0.07 -0.17 0.18 0.006
H -3.721 -0.450 -3.179 0.11 0.09 0.00 0.135
H -2.123 -1.949 -4.539 0.04 -0.10 0.04 0.126
H 4.503 -1.200 -1.200 -0.29 0.00 -0.03 0.040
H -3.151 0.342 -0.804 0.00 0.10 -0.03 0.122
H -2.715 1.926 5.538 -0.05 0.00 0.08 0.106
H -2.360 0.200 3.807 -0.16 -0.12 -0.01 0.113
H -1.123 -2.281 3.250 -0.13 -0.08 0.01 0.115
H 2.207 -0.001 1.899 0.06 0.06 -0.06 0.054
H 0.921 2.417 2.238 0.05 0.01 -0.08 0.105
H -3.446 1.670 -1.969 0.07 -0.24 0.06 0.130
H -1.264 3.922 5.595 0.02 0.04 0.08 0.102
H 2.820 -3.265 4.597 0.09 -0.06 0.04 0.103
H 0.590 1.711 -3.753 -0.04 0.06 0.10 0.109
H 0.582 4.155 3.963 0.03 0.05 0.06 0.105
H 0.396 -3.683 4.635 -0.02 -0.07 0.03 0.106
H 1.353 2.118 -1.203 0.02 -0.09 0.10 0.083
H 2.784 0.709 -4.081 0.02 -0.13 -0.10 0.066
H -1.133 -3.012 -3.505 -0.07 0.07 0.06 0.129
H 3.588 2.127 -3.363 0.12 0.06 0.07 0.074
H 1.325 3.175 -3.060 -0.11 -0.04 0.11 0.122
H 2.704 2.271 -4.889 0.04 0.05 -0.17 0.081
H -2.216 0.362 -3.699 -0.08 -0.09 -0.05 0.137
```
Positions in Å, forces in eV/Å.

Its multiplicity is 4. As for the relative energy (zero: lowest compared OMol25 entry of this formula, charge and spin): 45.48 kJ/mol. As for the expectation value of S²: 3.76. The frontier orbital gap (alpha / beta) comes out at 8.8385 / 8.9636 eV. The largest force on an atom is 2.240 eV Å⁻¹.

---

4.
Below is C3H5N3O in the gas phase, with properties calculated with wB97M-V/def2-TZVPD.

Geometry as XYZ:
```
12
Properties=species:S:1:pos:R:3:forces:R:3:lowdin_charge:R:1
O 2.199 -0.893 -1.689 1.35 0.33 -2.05 0.158
N 1.501 -0.769 0.518 -0.70 0.18 2.59 0.095
N -0.659 0.830 -1.932 -1.94 1.34 0.27 0.095
N -0.146 0.397 -0.919 -1.19 0.05 -0.03 -0.120
C 0.327 -0.332 1.272 0.35 0.45 0.04 -0.188
C 1.816 -0.661 -0.632 -1.04 -1.05 0.26 -0.425
C -0.797 0.262 0.427 -1.29 -0.42 -2.31 -0.162
H -1.422 1.138 0.652 1.22 0.55 0.59 0.112
H -1.677 1.263 -1.779 1.62 -1.02 -0.07 0.099
H -1.681 -0.438 0.363 1.22 -0.06 -0.43 0.126
H -0.144 -1.190 1.727 0.53 -0.26 0.66 0.103
H 0.683 0.393 1.992 -0.13 -0.10 0.48 0.106
```
Positions in Å, forces in eV/Å.

As for the relative energy (zero: lowest compared OMol25 entry of this formula, charge and spin): 344.90 kJ/mol. The frontier orbital gap comes out at 9.7204 eV. The largest force on an atom is 2.684 eV Å⁻¹.